# 1
{
  "formula": "C22H20InN9O3Te4",
  "method": "ωB97M-V with the def2-TZVPD basis set",
  "elements": ["In", "C", "N", "C", "N", "C", "N", "C", "C", "C", "C", "C", "C", "C", "N", "N", "C", "O", "C", "C", "C", "C", "C", "C", "N", "C", "N", "C", "N", "C", "H", "H", "H", "H", "H", "H", "H", "H", "H", "H", "H", "H", "H", "H", "H", "H", "Te", "Te", "Te", "Te", "N", "C", "C", "O", "O", "H", "H", "H", "H"],
  "xyz": [[-1.178248, 0.132923, -3.510731], [-3.243518, -2.326197, 1.982606], [-3.190693, -1.345606, 0.923999], [-2.283972, -1.114014, -0.033978], [-2.706445, -0.149561, -0.829027], [-3.907652, 0.177958, -0.307461], [-4.227476, -0.520274, 0.751599], [-1.947445, -3.049210, 2.219291], [-1.938500, -4.436591, 2.304367], [-0.761930, -5.119224, 2.572024], [0.423802, -4.430409, 2.737030], [0.425701, -3.039952, 2.636459], [-0.761024, -2.352712, 2.396118], [1.678620, -2.327278, 2.743193], [2.816260, -2.781299, 3.181645], [3.717904, -1.804763, 3.037454], [3.104543, -0.784608, 2.512030], [1.790725, -1.050267, 2.312726], [3.667031, 0.474297, 2.085034], [5.037630, 0.710242, 2.170600], [5.547925, 1.899950, 1.685702], [4.713931, 2.842859, 1.107295], [3.345785, 2.611277, 1.019305], [2.442321, 3.639607, 0.379802], [1.227499, 3.054765, -0.116636], [1.062202, 2.231093, -1.159708], [-0.198708, 1.861784, -1.244569], [-0.778579, 2.488949, -0.196591], [0.056303, 3.212458, 0.504981], [2.826993, 1.432338, 1.524196], [-4.031033, -3.046799, 1.736631], [-3.556899, -1.796360, 2.890035], [-1.351578, -1.631789, -0.129024], [-4.548965, 0.940242, -0.702379], [-2.857968, -4.986654, 2.166419], [-0.771078, -6.195905, 2.641634], [1.357884, -4.936991, 2.923644], [-0.753098, -1.273453, 2.356808], [5.671486, -0.046676, 2.603477], [6.608402, 2.091221, 1.745881], [5.125029, 3.762168, 0.716130], [2.966900, 4.128269, -0.446125], [2.151596, 4.395640, 1.115214], [1.844382, 1.932556, -1.831824], [-1.818883, 2.416855, 0.049598], [1.766923, 1.232144, 1.480238], [-1.926154, -2.503873, -3.241683], [0.080292, -3.233800, -4.926292], [2.173047, -1.819715, -3.938423], [1.308920, 0.676940, -4.610556], [-2.474938, 2.095238, -3.045489], [-3.366190, 2.382821, -4.154804], [-2.731383, 1.870979, -5.496992], [-2.890709, 2.528882, -6.500208], [-2.102927, 0.773078, -5.393280], [-2.964348, 1.996042, -2.161433], [-1.789180, 2.837607, -2.944185], [-3.584833, 3.450161, -4.260052], [-4.295681, 1.822636, -4.031713]],
  "atomic_forces_ev_per_a": [[-0.6, 0.7, -0.6], [-0.3, -0.3, 0.5], [0.4, 0.3, -0.6], [0.0, 0.0, 0.0], [0.3, 0.1, -0.4], [0.2, -0.2, 0.2], [-0.8, 0.2, 0.4], [0.0, -0.1, -0.1], [0.0, 0.1, 0.0], [0.1, 0.0, 0.1], [0.0, 0.2, -0.1], [-0.5, 0.0, -0.1], [0.1, -0.1, 0.1], [0.8, -0.2, 0.3], [-1.4, -1.0, 0.0], [0.8, 1.5, -0.4], [0.3, -0.8, 0.4], [0.0, 0.0, -0.1], [0.0, 0.6, -0.2], [-0.2, -0.1, 0.0], [0.1, 0.0, 0.1], [-0.2, 0.0, 0.0], [0.1, 0.0, 0.0], [0.4, 0.2, 0.3], [-0.3, -0.4, -0.6], [0.0, 0.1, 0.0], [0.0, -0.4, -0.4], [0.3, 0.0, 0.0], [-0.3, 0.6, 0.8], [0.1, -0.1, 0.0], [0.1, 0.1, 0.1], [0.0, -0.1, -0.2], [0.1, -0.2, 0.0], [-0.2, 0.1, -0.1], [-0.1, 0.0, 0.0], [0.0, -0.1, 0.0], [0.0, -0.1, 0.0], [0.0, 0.1, 0.0], [0.1, -0.1, 0.0], [0.1, 0.0, 0.0], [0.1, 0.1, -0.1], [-0.1, 0.0, 0.1], [0.0, 0.0, -0.2], [0.2, -0.1, -0.1], [-0.2, -0.1, 0.1], [-0.1, 0.0, -0.1], [0.4, 0.3, 0.1], [0.1, 0.1, -0.1], [-0.2, 0.0, 0.1], [-0.1, -0.3, 0.2], [0.4, -0.4, 0.4], [-0.1, 0.0, -1.1], [-0.5, 0.8, 0.6], [-0.2, 0.3, -0.3], [0.7, -1.0, 0.5], [0.2, 0.0, -0.1], [0.0, -0.1, 0.1], [0.0, -0.2, 0.0], [0.0, 0.1, 0.1]],
  "lumo_energy_ev": -0.518,
  "total_charge": 0,
  "spin_multiplicity": 1,
  "homo_lumo_gap_ev": 6.994,
  "e_homo_ev": -7.51
}

# 2
{
  "formula": "C22H20N2O7PPbS",
  "method": "ωB97M-V with the def2-TZVPD basis set",
  "elements": ["Pb", "N", "C", "C", "O", "N", "C", "C", "O", "O", "H", "H", "H", "H", "H", "H", "O", "S", "O", "O", "C", "C", "C", "C", "C", "C", "P", "C", "C", "C", "C", "C", "C", "C", "C", "C", "C", "C", "C", "H", "H", "H", "H", "H", "H", "H", "H", "H", "H", "H", "H", "H", "H", "O"],
  "xyz": [[0.723203, -1.035698, 2.518671], [3.157811, -1.298298, 1.791597], [3.572956, -2.695265, 1.912215], [2.407161, -3.686725, 1.767576], [2.679659, -4.850514, 1.458961], [1.199146, -3.192436, 2.019976], [0.067750, -4.069105, 1.835880], [-1.279269, -3.336968, 1.895815], [-1.253796, -2.044532, 1.820582], [-2.292975, -4.012310, 2.008073], [2.947962, -1.045415, 0.832789], [3.825299, -0.636820, 2.164748], [4.013413, -2.842850, 2.900804], [4.325995, -2.993288, 1.179353], [0.059124, -4.879673, 2.568722], [0.127811, -4.554594, 0.853083], [0.614922, 4.081161, 1.196976], [0.555113, 2.896642, 2.036097], [0.536266, 3.156940, 3.462025], [1.478278, 1.840440, 1.631079], [-1.058864, 2.178167, 1.694359], [-2.105225, 2.606170, 2.501442], [-3.383994, 2.105346, 2.335691], [-3.631633, 1.152246, 1.357939], [-2.600083, 0.719906, 0.546616], [-1.301891, 1.223121, 0.690618], [-0.034746, 0.508188, -0.398907], [0.857172, 1.804417, -1.265391], [0.300793, 3.048516, -1.526858], [1.011701, 3.983151, -2.264236], [2.277797, 3.676365, -2.738712], [2.837088, 2.431797, -2.474833], [2.127809, 1.496592, -1.741467], [-0.938532, -0.376352, -1.680931], [-1.393694, 0.279828, -2.825898], [-2.093102, -0.421893, -3.792981], [-2.342362, -1.781496, -3.620932], [-1.887602, -2.432025, -2.484382], [-1.185156, -1.730303, -1.512380], [-1.885080, 3.322328, 3.281380], [-4.183447, 2.445912, 2.982063], [-4.618423, 0.725176, 1.238726], [-2.809193, -0.041327, -0.191284], [-0.672064, 3.305142, -1.128651], [0.581978, 4.960352, -2.440807], [2.837057, 4.411039, -3.304528], [3.829221, 2.191774, -2.835668], [2.561678, 0.528462, -1.525269], [-1.192770, 1.335087, -2.966602], [-2.443232, 0.089360, -4.680790], [-2.891307, -2.330126, -4.376051], [-2.080598, -3.487436, -2.342612], [-0.843181, -2.228982, -0.614398], [0.888064, -0.499189, 0.250705]],
  "atomic_forces_ev_per_a": [[-0.3, 0.1, 0.2], [0.0, -0.1, 0.0], [0.0, -0.1, 0.0], [0.1, 0.0, 0.1], [0.0, 0.0, 0.0], [0.1, 0.3, 0.0], [0.1, -0.1, -0.2], [-0.1, 0.1, 0.2], [0.2, 0.0, 0.0], [-0.1, -0.1, -0.2], [0.0, 0.1, 0.0], [0.0, 0.0, 0.0], [0.0, 0.0, 0.0], [0.0, 0.0, 0.0], [-0.1, 0.0, 0.0], [0.0, 0.0, 0.1], [0.0, -0.1, 0.1], [-0.1, 0.3, 0.1], [0.0, 0.0, -0.1], [0.2, -0.2, -0.1], [-0.1, -0.1, -0.1], [0.1, 0.0, 0.0], [-0.1, -0.1, -0.1], [0.0, 0.1, 0.1], [0.1, 0.0, 0.0], [0.0, 0.1, 0.0], [0.2, 0.1, 0.3], [0.0, -0.1, 0.0], [0.0, 0.0, 0.0], [0.0, 0.0, 0.0], [0.0, 0.0, 0.0], [0.0, 0.0, 0.0], [0.0, 0.0, 0.0], [-0.1, 0.3, -0.3], [0.0, -0.1, 0.0], [-0.1, -0.1, 0.0], [0.0, 0.1, 0.0], [0.0, 0.0, 0.0], [0.0, -0.3, 0.0], [0.0, 0.0, 0.0], [0.0, 0.0, 0.0], [0.0, 0.0, 0.0], [0.0, 0.0, 0.0], [0.0, 0.0, 0.0], [0.0, 0.0, 0.0], [0.0, 0.0, 0.0], [0.0, 0.0, 0.0], [0.0, 0.0, 0.0], [0.0, 0.0, 0.0], [0.0, 0.0, 0.0], [0.0, 0.0, 0.0], [0.0, 0.0, 0.0], [0.0, 0.0, 0.0], [-0.1, -0.1, -0.1]],
  "lumo_energy_ev": 2.580,
  "total_charge": -1,
  "spin_multiplicity": 1,
  "homo_lumo_gap_ev": 8.505,
  "e_homo_ev": -5.92
}

# 3
{
  "formula": "C22H20N3O3S5SiTi",
  "method": "ωB97M-V with the def2-TZVPD basis set",
  "elements": ["Ti", "S", "C", "N", "C", "C", "C", "C", "C", "C", "S", "H", "H", "H", "H", "O", "C", "O", "C", "C", "C", "C", "C", "C", "S", "H", "H", "H", "H", "C", "Si", "C", "C", "C", "C", "C", "C", "N", "C", "S", "H", "H", "H", "H", "H", "H", "H", "H", "H", "H", "H", "H", "O", "S", "N"],
  "xyz": [[-0.248146, -0.479528, -1.475036], [-3.863453, -0.209753, -1.850554], [-3.217920, -1.488363, -0.960543], [-1.956430, -1.740677, -0.646650], [-1.827926, -2.862571, 0.171161], [-0.640525, -3.339040, 0.727939], [-0.672909, -4.475153, 1.517589], [-1.867985, -5.142938, 1.781803], [-3.058781, -4.666995, 1.258337], [-3.029926, -3.530118, 0.461920], [-4.342464, -2.681933, -0.290240], [0.292641, -2.829056, 0.547510], [0.257797, -4.844769, 1.929696], [-1.868744, -6.029909, 2.404828], [-3.997747, -5.165955, 1.467747], [-0.512162, -1.257745, -5.210514], [-0.290026, -0.360935, -4.415668], [-0.866144, -0.280196, -3.248402], [0.612438, 0.791729, -4.769651], [0.713563, 1.076034, -6.133297], [1.454530, 2.142080, -6.606525], [2.127815, 2.941854, -5.684760], [2.055960, 2.660272, -4.337398], [1.307792, 1.577805, -3.830846], [1.410349, 1.300922, -2.106761], [0.179955, 0.422238, -6.811594], [1.508614, 2.350014, -7.668741], [2.718445, 3.787447, -6.022752], [2.594904, 3.272302, -3.624109], [1.211097, -0.138219, 4.534953], [1.218095, 1.542893, 3.697457], [2.944232, 1.986166, 3.102964], [0.748097, 2.820693, 5.016084], [-0.064304, 1.647282, 2.337953], [-1.139808, 2.515928, 2.399801], [-2.077879, 2.583107, 1.370513], [-1.900182, 1.748177, 0.285256], [-0.873299, 0.901395, 0.200477], [0.049364, 0.833864, 1.179846], [1.321543, -0.278708, 0.883944], [1.966030, -0.182184, 5.325511], [1.418635, -0.920666, 3.805257], [0.234786, -0.340651, 4.982188], [3.591675, 2.233413, 3.949596], [2.907843, 2.846890, 2.431424], [3.382406, 1.161259, 2.542852], [1.469956, 2.783277, 5.836452], [-0.241768, 2.627509, 5.436593], [0.754452, 3.837436, 4.615770], [-1.260714, 3.161981, 3.264836], [-2.925434, 3.253093, 1.408941], [-2.597365, 1.720369, -0.542953], [2.334877, -3.916616, -0.820706], [1.729222, -3.253556, -1.990244], [0.824927, -2.111193, -1.829254]],
  "atomic_forces_ev_per_a": [[0.1, 0.0, 0.2], [0.1, -0.1, 0.0], [-0.2, 0.3, -0.1], [0.2, 0.0, 0.1], [0.0, -0.1, 0.0], [0.0, 0.0, 0.0], [0.0, 0.0, 0.0], [0.0, 0.0, 0.0], [0.0, 0.0, 0.0], [0.1, 0.0, 0.0], [0.1, -0.1, 0.0], [0.0, 0.0, 0.0], [0.0, 0.0, 0.0], [0.0, 0.0, 0.0], [0.0, 0.0, 0.0], [0.0, 0.2, 0.0], [0.0, -0.1, -0.2], [0.0, 0.0, 0.4], [0.0, 0.0, -0.1], [0.0, 0.0, 0.0], [0.0, 0.0, 0.0], [0.0, 0.0, 0.0], [0.0, 0.0, 0.0], [0.0, 0.0, 0.0], [0.0, 0.0, 0.0], [0.0, 0.0, 0.0], [0.0, 0.0, 0.0], [0.0, 0.0, 0.0], [0.0, 0.0, 0.0], [0.0, 0.1, 0.0], [0.0, 0.0, 0.0], [-0.1, 0.0, 0.0], [0.0, 0.0, 0.0], [0.1, 0.0, 0.1], [0.0, 0.0, 0.0], [0.0, -0.1, 0.0], [0.0, 0.0, 0.1], [-0.2, 0.1, -0.4], [0.1, 0.0, 0.1], [-0.2, 0.0, -0.2], [0.0, 0.0, 0.0], [0.0, 0.0, 0.0], [0.0, 0.0, 0.0], [0.0, 0.0, 0.0], [0.0, 0.0, 0.0], [0.0, 0.0, 0.0], [0.0, 0.0, 0.0], [0.0, 0.0, 0.0], [0.0, 0.0, 0.0], [0.0, 0.0, 0.0], [0.0, 0.0, 0.0], [0.0, 0.0, 0.0], [0.0, 0.0, 0.1], [0.1, -0.1, -0.2], [0.0, -0.1, 0.0]],
  "lumo_energy_ev": [4.379, 4.379],
  "total_charge": -2,
  "spin_multiplicity": 2,
  "homo_lumo_gap_ev": [5.971, 6.415],
  "e_homo_ev": [-1.59, -2.04]
}

# 4
{
  "formula": "C22H20N4O7S2",
  "method": "ωB97M-V with the def2-TZVPD basis set",
  "elements": ["C", "H", "O", "C", "C", "C", "C", "C", "C", "O", "C", "O", "C", "C", "C", "C", "O", "H", "H", "H", "H", "H", "C", "C", "C", "N", "H", "N", "C", "N", "C", "O", "S", "C", "N", "S", "O", "O", "C", "C", "C", "H", "H", "H", "C", "H", "H", "H", "H", "H", "H", "H", "H", "H", "H"],
  "xyz": [[-1.818586, -3.259965, 5.250801], [-1.842508, -3.600358, 6.170011], [-0.717690, -2.539252, 5.034015], [-0.262976, -1.969102, 3.920610], [-0.760990, -2.177832, 2.726831], [-0.516395, -1.515184, 1.656742], [0.610590, -0.629801, 1.726905], [1.355166, -0.714942, 2.752922], [0.915365, -1.269517, 3.981062], [1.573494, -1.024682, 5.110071], [2.021770, -0.044634, 5.575940], [2.196946, 0.944559, 4.940795], [3.040056, -0.046678, 6.735905], [3.459199, 0.815208, 7.522469], [4.063526, 0.083544, 8.663605], [3.448964, -1.002340, 8.691802], [2.887929, -1.112640, 7.430477], [3.561079, -1.861893, 9.299421], [4.486219, 0.479439, 9.382109], [3.641182, 1.905559, 7.311303], [2.250927, -0.072108, 2.777652], [0.800510, -0.360160, 0.834501], [-1.513468, -1.903319, 0.477966], [-1.630846, -1.335750, -0.715814], [-0.642248, -0.764060, -1.605602], [0.482747, -0.142389, -1.289411], [1.099084, 0.641350, -1.854784], [-1.354004, -0.083196, -2.768552], [-2.423279, -0.382112, -3.138917], [-3.108016, -1.329416, -2.756939], [-2.755277, -2.101247, -1.571968], [-3.224194, -3.008422, -1.108368], [-2.813919, 0.369969, -4.774917], [-1.184275, 1.345918, -4.491190], [-0.585495, 1.039474, -3.416770], [-0.982876, 2.485812, -5.686607], [-0.511626, 1.794379, -7.001532], [-1.978378, 3.775864, -5.499184], [0.710129, 3.175169, -4.930671], [1.747444, 2.146974, -4.942575], [2.387471, 2.371989, -6.535621], [1.484230, 2.089299, -7.015153], [3.244962, 1.452645, -6.506874], [2.991123, 3.252439, -6.682125], [2.991475, 2.368203, -3.981760], [3.412550, 3.535910, -4.390465], [3.814248, 1.871421, -4.216312], [2.640921, 2.596007, -3.169568], [1.448751, 1.060056, -4.930331], [0.443205, 3.373895, -3.777388], [0.950891, 4.063897, -5.512800], [-2.185308, -2.655494, 0.633933], [-1.905653, -2.861206, 2.595344], [-2.682471, -2.663253, 4.958963], [-1.686195, -4.067965, 4.565972]],
  "atomic_forces_ev_per_a": [[-1.7, 0.6, -5.8], [-0.1, -1.4, 4.7], [3.8, 2.7, 2.2], [1.8, -0.8, 4.2], [-8.5, -5.3, 0.0], [-0.5, 1.4, -5.4], [-5.7, -4.2, -1.0], [4.1, 2.1, 5.5], [-0.5, 1.2, -2.9], [-4.1, -10.8, -0.1], [8.2, 8.3, 2.7], [-1.2, 4.0, -1.7], [-6.6, -3.9, -3.9], [6.4, 8.6, 3.6], [-3.0, 4.2, -5.4], [-1.6, -5.2, -2.8], [-1.2, -7.6, 2.4], [-0.5, -0.7, 0.2], [4.5, 4.0, 6.7], [-0.3, -1.4, 0.3], [-0.3, -0.7, 0.2], [2.3, 3.1, -5.7], [4.7, 4.1, 1.8], [0.0, -3.0, -2.6], [2.7, 7.7, 0.4], [-0.1, -1.1, -0.7], [-2.9, -3.0, 1.0], [14.6, 5.3, 3.7], [-9.3, -1.8, -6.8], [-3.7, -5.0, 2.5], [4.1, 9.4, -2.6], [-4.2, -6.7, 1.7], [1.9, 1.2, 1.1], [-5.0, -4.3, 1.4], [-1.2, -1.6, 0.6], [3.6, 7.4, -3.0], [-3.1, 1.7, 4.0], [3.2, -6.0, -1.1], [-3.1, -0.1, 3.1], [4.6, -0.9, -3.7], [2.2, -5.0, 4.1], [0.1, 0.3, -1.8], [-2.4, 2.3, -0.8], [-0.7, 0.6, 0.0], [-1.0, 5.1, -10.5], [-1.2, -2.9, 1.2], [3.1, -3.0, -0.2], [-2.7, 1.5, 9.6], [-0.1, 1.3, 0.1], [0.1, 0.2, -2.7], [-0.2, 0.1, 0.3], [-1.8, -1.7, 1.1], [3.8, 1.8, 1.1], [-0.6, -0.3, 0.3], [-1.0, -1.4, -0.4]],
  "lumo_energy_ev": -1.531,
  "total_charge": 0,
  "spin_multiplicity": 1,
  "homo_lumo_gap_ev": 7.284,
  "e_homo_ev": -8.81
}

So what do the calculations give for maximum force? Going down the list: 1.72; 0.44; 0.45; 15.96 eV Å⁻¹.